i:
DFT (wB97M-V/def2-TZVPD) results for a cluster of 9 separate species, C21H44O17 in total.

As for the SMILES: C[C@H]1COC(=O)O1.C[C@H]1COC(=O)O1.C[C@H]1COC(=O)O1.C[C@H]1COC(=O)O1.CO.CO.CO.CO.CO. The HOMO-LUMO gap comes out at 10.1 eV. As for the net charge: 0. The value obtained for the HOMO energy is -9.804 eV.

Positions of all 82 atoms, in Å:
C (2.25040, -2.31715, -3.19545)
C (2.47200, -1.38086, -4.43171)
C (1.23609, -1.26363, -5.34048)
O (0.75786, 0.08091, -5.17730)
C (1.63891, 0.80393, -4.42328)
O (1.51946, 1.97107, -4.19401)
O (2.60324, -0.01546, -4.02922)
H (3.20251, -2.71958, -2.84956)
H (1.46899, -3.06510, -3.32983)
H (1.91221, -1.77866, -2.31015)
H (3.17708, -1.78582, -5.15763)
H (0.48572, -2.03081, -5.14949)
H (1.56153, -1.41005, -6.37040)
C (5.71965, 3.73820, -0.30778)
C (4.56641, 3.47842, -1.26894)
C (4.47477, 2.08162, -1.84595)
O (3.07468, 1.84467, -1.63945)
C (2.53038, 2.76832, -0.86748)
O (1.35020, 2.76139, -0.53103)
O (3.38147, 3.76240, -0.65815)
H (5.69821, 4.72461, 0.15550)
H (6.72546, 3.64654, -0.71772)
H (5.75459, 2.92684, 0.41924)
H (4.44935, 4.14637, -2.12231)
H (4.99800, 1.33233, -1.25189)
H (4.60172, 2.02349, -2.92697)
C (-0.49345, -2.41537, 3.41779)
C (-1.01193, -3.82797, 3.38628)
C (-0.10755, -4.85520, 2.60182)
O (-0.29905, -6.00133, 3.49044)
C (-0.82645, -5.67683, 4.64620)
O (-1.11791, -6.51249, 5.51330)
O (-0.94605, -4.36141, 4.75135)
H (-0.39385, -2.02252, 2.40594)
H (0.52038, -2.39605, 3.81764)
H (-0.96062, -1.68689, 4.08049)
H (-2.07007, -3.80680, 3.12552)
H (0.96636, -4.68492, 2.52547)
H (-0.59966, -5.00800, 1.64131)
C (-5.62746, 1.82764, -0.26827)
C (-5.03928, 1.78826, 1.09874)
C (-5.84941, 1.04388, 2.19572)
O (-4.91712, 0.12037, 2.69728)
C (-3.83047, 0.11106, 1.99512)
O (-2.90147, -0.71252, 2.15530)
O (-3.82252, 1.04986, 1.12108)
H (-5.89352, 0.79562, -0.49681)
H (-4.81231, 2.10825, -0.93526)
H (-6.53376, 2.38761, -0.49885)
H (-4.83199, 2.82472, 1.36497)
H (-6.74018, 0.58444, 1.76730)
H (-6.22367, 1.70828, 2.97457)
C (-0.41240, 0.19877, -0.05721)
O (0.75536, -0.15960, -0.70535)
H (-0.62884, 1.16725, 0.39368)
H (-1.23864, 0.16814, -0.76748)
H (-0.69473, -0.48615, 0.74234)
H (1.07261, 0.61315, -1.17843)
C (-2.86289, -0.23427, -3.58989)
O (-3.44814, -1.33426, -2.85560)
H (-2.38586, -0.56830, -4.51128)
H (-3.60214, 0.46439, -3.98167)
H (-2.13648, 0.21936, -2.91561)
H (-3.87508, -1.89218, -3.50986)
C (2.11021, -3.14168, 0.79933)
O (0.84393, -2.75530, 0.37975)
H (2.43719, -4.13253, 0.48403)
H (2.86180, -2.38552, 0.57255)
H (2.18897, -3.08441, 1.88498)
H (0.82897, -1.88668, -0.02877)
C (-1.55480, 3.93386, 1.38033)
O (-2.86248, 4.51175, 1.45038)
H (-1.52673, 2.84823, 1.47373)
H (-1.27825, 4.05522, 0.33301)
H (-0.88822, 4.27669, 2.17168)
H (-2.81213, 5.46046, 1.31250)
C (1.71213, 1.06169, 3.01602)
O (2.16856, 1.80565, 4.14611)
H (2.19234, 0.08784, 3.11141)
H (0.62541, 0.98429, 3.04980)
H (2.03376, 1.70992, 2.20088)
H (3.12841, 1.78890, 4.14549)

Mulliken atomic charges, in units of e: -0.9554, 0.5658, -0.6978, -0.3942, 0.7029, -0.5236, -0.2671, 0.4000, 0.3593, 0.0045, 0.2259, 0.3181, 0.3383, -1.4120, 0.3135, -0.4668, -0.0271, 0.4912, -0.5992, -0.3209, 0.3332, 0.3789, 0.3357, 0.3444, 0.2964, 0.2461, -1.1576, 0.3686, -0.1750, -0.3767, 0.6040, -0.6257, -0.3838, 0.0107, 0.3908, 0.5101, 0.3347, 0.2204, 0.2795, -1.5508, 0.6407, -0.3848, -0.3559, 0.5863, -0.5603, -0.2599, 0.3970, 0.2988, 0.3971, 0.1549, 0.2707, 0.3155, 0.4510, -0.2217, -0.0277, 0.0467, -0.2466, -0.0463, -0.3364, -0.4947, 0.2635, 0.3004, 0.0146, 0.2762, -0.8149, -0.4144, 0.3451, 0.2963, 0.2778, 0.3351, -0.2510, -0.5077, -0.1216, 0.3068, 0.3393, 0.2763, 0.0056, -0.5865, 0.1819, 0.0583, 0.0556, 0.2992

---

ii:
DFT (wB97M-V/def2-TZVPD) results for a cluster of 9 separate species, C21H44O17 in total.

As for the SMILES: C[C@H]1COC(=O)O1.C[C@H]1COC(=O)O1.C[C@H]1COC(=O)O1.C[C@H]1COC(=O)O1.CO.CO.CO.CO.CO. The HOMO-LUMO gap comes out at 10.4 eV. As for the net charge: 0. The value obtained for the HOMO energy is -10.162 eV.

Positions of all 82 atoms, in Å:
C (4.46356, 0.87286, -0.54521)
O (3.06877, 0.63938, -0.45375)
H (4.84175, 1.73691, 0.01225)
H (4.97008, 0.00707, -0.13317)
H (4.76136, 0.88240, -1.60621)
H (2.54065, 1.35610, -0.85635)
C (-2.54661, 2.11252, 1.27356)
O (-1.17198, 2.41546, 1.45907)
H (-3.10189, 3.02178, 1.55282)
H (-2.64722, 1.92861, 0.21142)
H (-2.93877, 1.23994, 1.83251)
H (-1.11936, 2.78297, 2.34592)
C (-0.61671, 1.80355, 4.53447)
O (-0.59748, 3.17350, 4.09227)
H (-0.23897, 1.10879, 3.77716)
H (-0.13476, 1.75488, 5.50868)
H (-1.65653, 1.55488, 4.60858)
H (0.35408, 3.43311, 4.00308)
C (1.94597, 3.82067, 1.87880)
O (2.04674, 3.73758, 3.29418)
H (1.51693, 2.97398, 1.39622)
H (1.29470, 4.64945, 1.60338)
H (2.88606, 4.04335, 1.38921)
H (2.35522, 4.58471, 3.63794)
C (-0.02173, 0.27329, 0.19546)
O (0.53963, -0.93909, -0.34891)
H (-0.31642, 0.97154, -0.60704)
H (-0.97329, 0.07003, 0.72879)
H (0.67451, 0.73752, 0.88132)
H (1.47267, -0.79053, -0.54451)
C (1.88762, -2.59479, 2.69120)
C (1.54464, -4.01870, 2.46992)
C (2.00223, -4.97641, 3.56909)
O (0.84192, -5.22915, 4.41866)
C (-0.26491, -4.78758, 3.76238)
O (-1.42137, -4.83104, 4.15984)
O (0.07485, -4.23639, 2.53024)
H (2.94790, -2.53036, 2.63541)
H (1.58580, -2.37826, 3.71222)
H (1.39766, -1.83278, 2.09073)
H (1.77924, -4.45896, 1.47064)
H (2.70493, -4.60256, 4.32334)
H (2.33507, -5.96358, 3.17770)
C (-3.60680, -0.92605, -3.30586)
C (-2.57228, -0.15982, -3.99533)
C (-1.23659, -0.14095, -3.24421)
O (-0.33317, -0.84320, -4.14304)
C (-0.92982, -1.10042, -5.29188)
O (-0.30595, -1.61250, -6.22152)
O (-2.17235, -0.59660, -5.32216)
H (-3.24564, -1.92124, -3.01423)
H (-4.42365, -1.02654, -4.01764)
H (-3.94192, -0.37469, -2.43547)
H (-2.92327, 0.88686, -4.12041)
H (-1.21031, -0.64497, -2.28051)
H (-0.75698, 0.85611, -3.10574)
C (2.58842, 0.69981, -4.15017)
C (3.09917, 2.01656, -4.62175)
C (2.57463, 2.29972, -5.99906)
O (2.00170, 3.54903, -5.86846)
C (2.11243, 4.03646, -4.61434)
O (1.72493, 5.12795, -4.21180)
O (2.68184, 3.09396, -3.80781)
H (2.87877, -0.10863, -4.82578)
H (1.51040, 0.71403, -4.22623)
H (2.79776, 0.48683, -3.08605)
H (4.18527, 1.94537, -4.63550)
H (1.77854, 1.58615, -6.29172)
H (3.41218, 2.32423, -6.73188)
C (-4.10623, -2.01739, 0.59956)
C (-3.69702, -2.38105, 2.01757)
C (-2.28515, -1.92692, 2.42097)
O (-2.51119, -0.83099, 3.35506)
C (-3.76485, -0.90153, 3.79115)
O (-4.14940, -0.25804, 4.72691)
O (-4.46389, -1.79421, 3.08197)
H (-5.18193, -2.22598, 0.45115)
H (-3.48787, -2.68032, -0.02791)
H (-3.96130, -0.95987, 0.38264)
H (-3.73682, -3.47043, 2.12704)
H (-1.68629, -1.48212, 1.67407)
H (-1.72189, -2.75532, 2.83505)

Mulliken atomic charges, in units of e: -0.7136, -0.4231, 0.2718, 0.2744, 0.2286, 0.2197, -0.6941, -0.2698, 0.4176, 0.1763, 0.1122, 0.2972, -0.4742, -0.6710, 0.1219, 0.4259, 0.1562, 0.4278, -0.2417, -0.5804, -0.1399, 0.3250, 0.3481, 0.2982, -0.4614, -0.5745, 0.5394, -0.2804, 0.5383, 0.3700, -1.2282, 0.5105, -0.5119, -0.3338, 0.6442, -0.5499, -0.3288, 0.4246, 0.3772, 0.1148, 0.3030, 0.3088, 0.2707, -1.4332, 0.5190, 0.2036, -0.3558, 0.6409, -0.6201, -0.3754, 0.3156, 0.4313, 0.3477, 0.3069, -0.0454, 0.0795, -0.9818, 0.7185, -0.3751, -0.3264, 0.6027, -0.5670, -0.3221, 0.4733, 0.0308, -0.0447, 0.2535, 0.2425, 0.2816, -1.2103, 0.4572, 1.2013, -0.2010, 0.6010, -0.5878, -0.4314, 0.4062, 0.3789, 0.1837, 0.3307, -0.5070, -0.6477

---

The most stable arrangement is ii, and the next structure is 1.705 eV less stable.

---

i:
DFT (wB97M-V/def2-TZVPD) results for a cluster of 2 separate species, C3H4F2O in total.

The HOMO-LUMO gap comes out at 9.6 eV. As for the net charge: 0. The value obtained for the HOMO energy is -9.321 eV.

Positions of all 10 atoms, in Å:
C (-0.36378, 0.30125, -1.34386)
C (-2.01451, -1.94449, 0.05222)
C (-0.82750, 0.29113, -0.10449)
O (-0.15239, 0.02908, 1.07649)
F (-0.94392, -2.43396, 0.72324)
F (-2.79341, -1.45488, 0.92875)
H (0.67495, 0.14048, -1.47225)
H (-1.91630, 0.44251, 0.03053)
H (-0.80377, 0.78297, -2.16973)
H (0.77092, -0.42474, 1.02361)

Mulliken atomic charges, in units of e: -0.7113, 0.1490, -0.0633, -0.4745, -0.1156, -0.0624, 0.2429, 0.4089, 0.2993, 0.3270

---

ii:
DFT (wB97M-V/def2-TZVPD) results for the molecule C3H4F2O.

As for the SMILES: OCC=C(F)F. The HOMO-LUMO gap comes out at 10.3 eV. As for the net charge: 0. The value obtained for the HOMO energy is -9.684 eV.

Positions of all 10 atoms, in Å:
C (-1.09147, -0.71612, -0.18570)
C (-2.33655, -0.01606, -0.05448)
C (0.18476, 0.00709, -0.35144)
O (0.69526, 0.35745, 0.86026)
F (-3.43239, -0.75328, 0.17278)
F (-2.50095, 1.27951, 0.17180)
H (-1.35805, -1.71417, -0.33952)
H (0.83426, -0.65534, -0.86952)
H (0.00294, 0.82932, -0.95552)
H (-0.11097, 0.82438, 1.14598)

Mulliken atomic charges, in units of e: -0.3097, 0.4723, -0.5834, -0.4824, -0.2203, -0.2145, 0.3368, 0.3139, 0.3059, 0.3814

---

The most stable arrangement is ii, and the next structure is 1.893 eV less stable.

---

i:
DFT (wB97M-V/def2-TZVPD) results for a cluster of 2 separate species, C3H4F2O in total.

The HOMO-LUMO gap (alpha / beta) comes out at 8.6 / 8.7 eV. As for the net charge: 0. The value obtained for the HOMO energy (alpha / beta) is -8.012 / -8.300 eV.

Positions of all 10 atoms, in Å:
C (-2.25887, -0.32202, 0.60126)
C (1.36654, -0.34688, -0.50661)
C (0.42370, 0.66995, 0.02519)
O (-2.42091, -1.29035, -0.01040)
F (0.06157, 1.61406, -0.87332)
F (0.75729, 1.24418, 1.17823)
H (-2.93578, 0.33520, 1.28550)
H (1.37589, -1.18727, 0.15600)
H (2.42539, 0.04952, -0.39123)
H (1.20518, -0.76639, -1.46462)

Mulliken atomic charges, in units of e: 0.0994, -0.9311, 0.4676, -0.3074, -0.2491, -0.2420, 0.2339, 0.2911, 0.2988, 0.3388

---

ii:
DFT (wB97M-V/def2-TZVPD) results for a structure of composition C3H4F2O.

The HOMO-LUMO gap comes out at 11.2 eV. As for the net charge: 0. The value obtained for the HOMO energy is -10.836 eV.

Positions of all 10 atoms, in Å:
C (-0.14839, 0.43197, 0.65336)
C (1.56808, 0.10280, -0.13908)
C (-0.93113, -0.34088, -0.37840)
O (2.33609, -0.61678, 0.32872)
F (-1.06640, 1.45802, 1.32519)
F (1.58955, 0.66415, -1.31558)
H (0.07883, -0.22087, 1.51482)
H (-2.06667, -0.44578, -0.16363)
H (-0.58049, -1.37788, -0.54394)
H (-0.77947, 0.34527, -1.28146)

Mulliken atomic charges, in units of e: 0.0808, 0.5474, -0.8909, -0.3383, -0.3029, -0.1850, 0.2198, 0.3055, 0.3077, 0.2560

---

The most stable arrangement is ii, and the next structure is 1.213 eV less stable.

---

i:
DFT (wB97M-V/def2-TZVPD) results for the molecule C5H5NO2.

As for the SMILES: O=C1C=CN/C1=C/O. The HOMO-LUMO gap comes out at 8.5 eV. As for the net charge: 0. The value obtained for the HOMO energy is -8.247 eV.

Positions of all 13 atoms, in Å:
C (-1.39770, -0.03578, -1.04110)
C (-0.61776, 0.01514, 0.07600)
C (0.30141, 0.36413, 2.07185)
C (1.37940, 0.10020, 1.28152)
C (0.85909, -0.09655, -0.07054)
H (0.09913, -0.37596, -2.12423)
H (-2.48975, 0.02780, -1.01802)
H (-1.81322, 0.49972, 1.77303)
H (0.25488, 0.57708, 3.13435)
H (2.40126, 0.05901, 1.57123)
N (-0.88071, 0.27416, 1.40684)
O (-0.88606, -0.27281, -2.24448)
O (1.45682, -0.32590, -1.14185)

Mulliken atomic charges, in units of e: -0.3175, -0.2729, -0.2713, -0.8870, 1.3140, 0.4330, 0.3322, 0.2182, 0.3892, 0.4270, -0.0443, -0.5305, -0.7901

---

ii:
DFT (wB97M-V/def2-TZVPD) results for the molecule C5H5NO2.

As for the SMILES: O=COc1cc[nH]c1. The HOMO-LUMO gap comes out at 9.7 eV. As for the net charge: 0. The value obtained for the HOMO energy is -8.795 eV.

Positions of all 13 atoms, in Å:
C (-1.56257, -1.21486, 1.20075)
C (-0.25233, 0.37004, -0.09539)
C (0.97628, -0.27528, -0.12048)
C (1.97127, 0.45254, -0.61831)
C (-0.08816, 1.43876, -0.84866)
H (-2.52694, -1.18633, 1.98510)
H (1.19941, -1.17817, 0.50890)
H (2.93224, 0.23126, -0.71130)
H (1.61627, 2.34183, -1.48546)
H (-0.60679, 2.26073, -1.28434)
N (1.20387, 1.49888, -1.21588)
O (-0.63019, -2.04031, 1.16145)
O (-1.53334, -0.15827, 0.38740)

Mulliken atomic charges, in units of e: 0.3274, 0.4961, -0.1973, -0.7643, -0.6471, 0.2643, 0.3304, 0.4729, 0.2016, 0.4187, -0.0486, -0.5310, -0.3232

---

iii:
DFT (wB97M-V/def2-TZVPD) results for the molecule C5H5NO2.

As for the SMILES: C=C(N=C=O)C(C)=O. The HOMO-LUMO gap comes out at 9.5 eV. As for the net charge: 0. The value obtained for the HOMO energy is -9.418 eV.

Positions of all 13 atoms, in Å:
C (1.03827, -1.29058, -0.32599)
C (0.11270, -0.60562, 0.64018)
C (-0.34315, 0.93820, 0.16542)
C (0.38697, 2.00411, 0.43555)
N (-1.54034, 0.85131, -0.46898)
C (-2.04600, -0.27124, -0.57360)
O (-0.11813, -0.97771, 1.75540)
O (-2.65799, -1.17031, -0.98975)
H (0.71425, -1.12022, -1.35132)
H (2.05653, -0.90389, -0.24542)
H (1.04141, -2.36999, -0.18325)
H (-0.03607, 2.99169, 0.32870)
H (1.39154, 1.92426, 0.81304)

Mulliken atomic charges, in units of e: -0.9381, 0.3311, 0.5116, -0.7870, -0.4566, 0.7082, -0.4896, -0.3792, 0.3275, 0.2973, 0.3248, 0.2876, 0.2624

---

The most stable arrangement is i, and the next structure is 1.040 eV less stable.